Density functional theory data (ωB97M-V/def2-TZVPD) for a molecular structure, C28H53NNiO5SSe2Si.

Energy relative to the best compared isomer or geometry (same formula, charge and spin) in kJ/mol: 13.2
Calculated total energy in eV: -232078.05051
E_HOMO (alpha / beta) in eV: -6.7 / -7.0
2S+1: 3
Max |F| in eV Å⁻¹: 0.2
<S²>: 2.07
Frontier orbital gap (alpha / beta) in eV: 7.212 / 6.512

Each line ends with the Löwdin spin population.
CARTESIAN COORDINATES (ANGSTROEM)
Ni: -0.7156 1.4043 0.9464  1.09
C: -6.1682 3.7129 1.6197  0.00
Se: -4.9643 2.5721 0.6034  0.00
C: -3.7691 4.0105 0.0502  0.00
C: -2.7781 4.4643 1.1200  0.01
Se: -0.9666 3.8382 0.7346  0.02
C: -0.1663 4.5096 2.3697  0.00
H: -6.6458 4.4419 0.9684  0.00
H: -5.6285 4.2218 2.4171  0.00
H: -6.9298 3.0745 2.0623  0.00
H: -4.4162 4.8372 -0.2422  0.00
H: -3.2669 3.6611 -0.8509  0.00
H: -3.0484 4.1089 2.1137  0.01
H: -2.7063 5.5525 1.1470  0.00
H: -0.6909 4.0917 3.2259  0.00
H: -0.2129 5.5959 2.3762  0.00
H: 0.8715 4.1845 2.3803  0.00
C: -2.9764 2.4263 4.1484  0.39
C: -1.9611 1.5790 3.7460  0.02
C: -0.7702 1.4411 4.5062  0.16
C: 0.1972 0.5124 4.1668  -0.01
C: 0.0246 -0.3318 3.0760  0.19
C: -1.1324 -0.2186 2.2729  -0.02
C: -2.0802 0.7705 2.5530  0.04
H: -2.8813 3.0121 5.0535  0.02
H: -3.9018 2.4806 3.5919  0.02
H: -0.6452 2.0599 5.3874  0.01
H: 1.0891 0.4229 4.7742  -0.01
H: 0.7754 -1.0655 2.8228  0.01
H: -1.3079 -0.9495 1.4924  0.00
H: -3.0219 0.7791 2.0183  0.00
C: 4.3563 0.5010 1.0791  0.00
C: 3.8971 -0.8401 1.6409  0.00
C: 3.8101 -0.7628 3.1594  0.00
C: 4.8424 -1.9594 1.2180  0.00
O: 2.5773 -1.1714 1.1905  0.00
Si: 1.8183 -0.8657 -0.2373  0.00
S: 1.0526 1.0399 -0.5191  0.01
O: 2.9715 -1.2557 -1.3558  0.00
C: 3.0906 -1.0089 -2.7571  0.00
C: 4.0220 -2.0867 -3.2970  0.00
C: 1.7240 -1.0962 -3.4304  0.00
C: 3.6995 0.3728 -2.9707  0.00
O: 0.5696 -1.9485 -0.2907  0.00
C: 0.5622 -3.3669 -0.0652  0.00
C: 0.4986 -3.6428 1.4335  0.00
C: 1.7965 -4.0363 -0.6596  0.00
C: -0.6962 -3.8814 -0.7501  0.00
H: 5.3357 0.7585 1.4868  0.00
H: 3.6456 1.2858 1.3403  0.00
H: 4.4338 0.4607 -0.0074  0.00
H: 4.7945 -0.5778 3.5924  0.00
H: 3.4226 -1.7000 3.5638  0.00
H: 3.1425 0.0484 3.4527  0.00
H: 5.8549 -1.7649 1.5772  0.00
H: 4.8608 -2.0403 0.1314  0.00
H: 4.5048 -2.9105 1.6352  0.00
H: 3.5966 -3.0771 -3.1288  0.00
H: 4.9847 -2.0352 -2.7867  0.00
H: 4.1878 -1.9532 -4.3676  0.00
H: 1.2869 -2.0881 -3.2987  0.00
H: 1.8074 -0.8876 -4.4991  0.00
H: 1.0620 -0.3633 -2.9655  0.00
H: 4.6729 0.4277 -2.4801  0.00
H: 3.0542 1.1423 -2.5467  0.00
H: 3.8402 0.5695 -4.0356  0.00
H: 1.3865 -3.2443 1.9237  0.00
H: 0.4476 -4.7174 1.6200  0.00
H: -0.3848 -3.1783 1.8730  0.00
H: 2.7074 -3.6537 -0.1987  0.00
H: 1.8572 -3.8583 -1.7336  0.00
H: 1.7466 -5.1137 -0.4903  0.00
H: -1.5748 -3.3859 -0.3331  0.00
H: -0.8044 -4.9585 -0.6120  0.00
H: -0.6518 -3.6702 -1.8211  0.00
O: -2.0231 2.0638 -2.3228  0.00
C: -2.1115 0.9637 -1.6089  0.01
O: -2.4201 0.9803 -0.4283  0.01
C: -1.8674 -0.3220 -2.3805  0.00
N: -1.5581 0.0155 -3.7808  0.00
C: -2.5111 -0.6777 -4.6642  0.00
C: -3.7480 -0.8248 -3.7893  0.00
C: -3.1416 -1.1824 -2.4328  0.00
H: -1.0501 -0.8313 -1.8625  0.00
H: -0.5948 -0.1813 -4.0135  0.00
H: -1.7802 1.7298 -3.2291  0.00
H: -2.1388 -1.6654 -4.9585  0.00
H: -2.6881 -0.0957 -5.5685  0.00
H: -4.4387 -1.5794 -4.1615  0.00
H: -4.2823 0.1268 -3.7327  0.00
H: -2.8634 -2.2359 -2.4117  0.00
H: -3.7976 -0.9897 -1.5855  0.00

Density functional theory data (ωB97M-V/def2-TZVPD) for a single C4H6N2 molecule at a distorted geometry.

Energy relative to the best compared isomer or geometry (same formula, charge and spin) in kJ/mol: 161.7
Calculated total energy in eV: -7223.91463
E_HOMO in eV: -9.8
Max |F| in eV Å⁻¹: 1.1
SMILES: N#C[C@H]1CCN1
Frontier orbital gap in eV: 10.695

Each line ends with the natural charge from an NBO analysis.
CARTESIAN COORDINATES (ANGSTROEM)
N: 3.1475 -0.0119 -0.2837  -0.30
C: 2.0366 -0.1322 0.0156  0.27
C: 0.6345 -0.2813 0.4041  -0.17
C: -0.3405 0.8995 0.2471  -0.40
C: -1.3475 -0.1952 -0.1408  -0.23
N: -0.2282 -1.1277 -0.4704  -0.57
H: 0.6048 -0.6819 1.4230  0.23
H: -0.5249 1.5398 1.1138  0.21
H: -0.0738 1.4898 -0.6341  0.21
H: -2.0407 0.0014 -0.9604  0.20
H: -1.9083 -0.5835 0.7171  0.19
H: 0.0405 -0.9168 -1.4313  0.35

Density functional theory data (ωB97M-V/def2-TZVPD) for a molecular structure, C33H25FO11S2 at a distorted geometry.

Calculated total energy in eV: -81536.35338
E_HOMO in eV: -9.6
Max |F| in eV Å⁻¹: 2.1
Frontier orbital gap in eV: 8.515

Each line ends with the Mulliken charge.
CARTESIAN COORDINATES (ANGSTROEM)
C: -2.1200 5.3562 2.2780  -1.57
C: -0.6272 5.1994 2.0712  0.27
O: -0.0617 6.5017 1.8234  -0.57
C: -0.2067 4.3471 0.8589  -0.97
C: -1.1767 3.2629 0.4359  0.44
O: -1.8249 3.5196 -0.8360  -0.53
S: -2.4245 2.1167 -1.2602  1.10
O: -3.4327 1.6616 -0.3740  -0.53
O: -2.8035 2.0821 -2.6124  -0.62
O: -1.0668 1.2818 -0.9586  -0.15
C: -0.4056 1.9750 0.0860  0.12
S: -0.2407 0.7903 1.4653  1.33
O: -1.5406 0.4989 1.9244  -0.53
O: 0.5860 -0.2970 1.1046  -0.60
F: 0.4731 1.5580 2.6111  -0.23
H: -2.5527 6.0303 1.5427  0.43
H: -2.6776 4.4271 2.2732  0.42
H: -2.2814 5.7973 3.2584  0.45
H: -0.1348 4.8508 2.9742  0.21
H: -0.7405 7.1600 1.9938  0.33
H: 0.7413 3.8754 1.0896  0.35
H: -0.0763 5.0205 0.0183  0.45
H: -1.9234 2.9463 1.1581  0.42
H: 0.6089 2.1045 -0.2837  0.05
C: -5.2300 -6.5398 5.6675  -0.47
C: -4.3133 -7.4342 5.1248  -0.47
C: -3.5843 -7.0860 4.0016  -0.56
C: -3.7752 -5.8448 3.4087  0.21
C: -4.7098 -4.9551 3.9417  0.16
C: -5.4283 -5.3041 5.0777  -0.55
C: -4.9639 -3.6335 3.2987  0.56
O: -5.7719 -2.8598 3.7673  -0.66
C: -4.2027 -3.2972 2.0632  0.30
C: -4.4584 -2.0954 1.4164  -0.76
C: -3.7524 -1.7610 0.2746  -0.32
C: -2.7797 -2.6227 -0.2207  -0.54
C: -2.5227 -3.8241 0.4159  -0.65
C: -3.2373 -4.1705 1.5547  0.22
C: -2.9680 -5.4806 2.2089  0.56
O: -2.1201 -6.2340 1.7786  -0.67
H: -5.7932 -6.8113 6.5505  0.40
H: -4.1677 -8.4040 5.5816  0.40
H: -2.8664 -7.7737 3.5774  0.47
H: -6.1423 -4.6057 5.4911  0.47
H: -5.2112 -1.4272 1.8097  0.48
H: -3.9543 -0.8255 -0.2288  0.43
H: -2.2226 -2.3548 -1.1092  0.47
H: -1.7707 -4.4997 0.0333  0.48
C: 3.0205 -1.6807 -2.3508  -0.79
C: 2.4228 -0.6027 -1.7061  0.02
C: 2.8769 0.6814 -1.9446  -0.87
C: 3.9338 0.8999 -2.8152  -0.01
C: 4.5475 -0.1834 -3.4455  0.33
C: 4.0806 -1.4721 -3.2167  -0.57
C: 5.7121 0.0215 -4.3526  0.60
O: 6.2442 -0.9158 -4.9070  -0.66
C: 6.2082 1.4138 -4.5529  0.14
C: 7.3237 1.6254 -5.3518  -0.55
C: 7.7909 2.9113 -5.5591  -0.48
C: 7.1414 3.9939 -4.9757  -0.48
C: 6.0318 3.7894 -4.1748  -0.54
C: 5.5657 2.5001 -3.9537  0.10
C: 4.3889 2.2957 -3.0646  0.57
O: 3.8176 3.2373 -2.5532  -0.69
H: 2.6602 -2.6848 -2.1721  0.43
H: 1.6030 -0.7522 -1.0169  0.43
H: 2.4177 1.5278 -1.4539  0.70
H: 4.5532 -2.3055 -3.7170  0.48
H: 7.8220 0.7803 -5.8054  0.47
H: 8.6629 3.0733 -6.1784  0.40
H: 7.5052 4.9985 -5.1447  0.40
H: 5.5244 4.6257 -3.7151  0.47

Density functional theory data (ωB97M-V/def2-TZVPD) for a gas-phase ion, C4H8NO (charge +1) at a distorted geometry.

Energy relative to the best compared isomer or geometry (same formula, charge and spin) in kJ/mol: 438.0
Calculated total energy in eV: -7803.56347
E_HOMO in eV: -13.7
Max |F| in eV Å⁻¹: 4.3
Frontier orbital gap in eV: 9.323
Total charge: +1

Each line ends with the natural charge from an NBO analysis.
CARTESIAN COORDINATES (ANGSTROEM)
C: -0.8436 -1.2160 1.7140  -0.39
C: 1.1477 0.3780 -0.0800  0.20
C: -0.5765 -0.6917 0.5623  0.09
C: -0.9430 -0.0360 -0.6450  -0.32
N: 0.0592 1.0771 -0.7234  -0.55
O: 2.2812 1.3471 0.0984  -0.71
H: 0.0262 -1.5195 2.3857  0.28
H: -1.8663 -1.4917 2.0978  0.27
H: 1.5730 -0.3092 -0.7180  0.17
H: -2.0762 0.2684 -0.5766  0.28
H: -0.8317 -0.6189 -1.5319  0.26
H: -0.2100 1.9120 -0.1014  0.46
H: 3.1437 0.9413 0.1206  0.51
H: 0.2424 1.4431 -1.7566  0.46

Density functional theory data (ωB97M-V/def2-TZVPD) for a molecular structure, C4H3BrClNS at a distorted geometry.

Energy relative to the best compared isomer or geometry (same formula, charge and spin) in kJ/mol: 0.0
Calculated total energy in eV: -99080.77942
E_HOMO (alpha / beta) in eV: -5.6 / -10.2
2S+1: 3
Max |F| in eV Å⁻¹: 9.3
<S²>: 2.02
Frontier orbital gap (alpha / beta) in eV: 6.124 / 7.397

Each line ends with the Löwdin spin population.
CARTESIAN COORDINATES (ANGSTROEM)
C: 2.4592 -0.7434 0.6174  0.51
C: 0.3066 0.1275 0.1705  0.56
C: 1.3106 1.0303 0.1037  0.35
C: -1.6297 0.4778 0.4713  0.01
N: 2.5121 0.5132 0.3340  0.08
S: 0.8553 -1.4235 0.5056  0.33
Cl: -1.6116 2.0469 1.2334  0.01
Br: 1.2740 2.7732 -0.4410  0.13
H: 3.3382 -1.3894 0.4168  0.02
H: -2.0588 -0.1107 1.2789  0.00
H: -2.2403 0.4346 -0.4242  0.00

Density functional theory data (ωB97M-V/def2-TZVPD) for a molecular structure, C10H38B2O5S5Sn at a distorted geometry.

Energy relative to the best compared isomer or geometry (same formula, charge and spin) in kJ/mol: 0.0
Calculated total energy in eV: -82575.21876
E_HOMO in eV: -7.4
Max |F| in eV Å⁻¹: 2.8
Frontier orbital gap in eV: 7.642

Each line ends with the natural charge from an NBO analysis.
CARTESIAN COORDINATES (ANGSTROEM)
Sn: 0.0543 -0.2660 0.3203  1.58
B: 1.9165 2.3160 0.7459  -0.81
H: 2.2011 1.4052 0.0909  -0.03
H: 1.6301 1.8478 1.7638  -0.03
H: 2.8202 3.0291 0.8060  0.01
H: 1.0014 2.8926 0.3266  -0.06
B: 2.8115 -1.4373 0.7095  -0.86
H: 2.2472 -2.2131 0.0585  -0.02
H: 2.1862 -1.2157 1.6641  -0.03
H: 3.8818 -1.7518 0.9917  0.03
H: 2.8781 -0.4418 0.1259  -0.01
C: 0.0786 2.9001 4.3037  -0.84
S: -1.1850 2.7230 3.0260  1.26
O: -0.8294 1.4591 2.2913  -1.01
C: -2.6086 2.2422 4.0749  -0.82
H: 0.1393 3.8498 4.8359  0.24
H: 1.0324 2.8686 3.7710  0.29
H: 0.0141 2.0632 4.9981  0.23
H: -3.5706 2.5337 3.6621  0.23
H: -2.5212 2.7572 5.0347  0.23
H: -2.5080 1.1753 4.2667  0.24
C: 2.2589 0.1461 -3.5787  -0.83
S: 1.2112 1.5969 -3.3058  1.22
O: 0.3438 1.1166 -2.1465  -1.03
C: 2.5131 2.5399 -2.4579  -0.81
H: 1.8418 -0.5284 -4.3212  0.22
H: 2.4346 -0.4073 -2.6548  0.29
H: 3.2511 0.3995 -3.9605  0.23
H: 3.1000 1.9273 -1.7781  0.28
H: 2.1082 3.4119 -1.9457  0.27
H: 3.1967 3.0054 -3.1768  0.22
C: -2.8253 1.6186 -3.4197  -0.82
S: -3.2622 1.3476 -1.6861  1.24
O: -2.4110 0.1867 -1.2386  -1.01
C: -2.3430 2.7673 -0.9958  -0.83
H: -3.2183 0.7726 -3.9808  0.23
H: -1.7431 1.6663 -3.5252  0.25
H: -3.2863 2.5542 -3.7367  0.23
H: -2.5573 2.8549 0.0695  0.24
H: -2.6142 3.7103 -1.4724  0.22
H: -1.2682 2.5965 -1.0784  0.28
C: -0.1466 -4.0837 -3.6805  -0.81
S: -0.9004 -2.6980 -2.8119  1.26
O: 0.1285 -2.2846 -1.7863  -0.98
C: -0.8883 -1.5091 -4.1699  -0.85
H: -0.7311 -4.2256 -4.5925  0.22
H: -0.2978 -4.9350 -3.0221  0.24
H: 0.8856 -3.8816 -3.9575  0.24
H: -0.7603 -0.4717 -3.8664  0.26
H: -1.8381 -1.5161 -4.7063  0.23
H: -0.0532 -1.7249 -4.8359  0.22
C: 0.6801 -4.2683 3.6921  -0.81
S: 0.1698 -2.5178 4.0238  1.26
O: -0.1367 -1.9623 2.6539  -1.00
C: -1.5080 -2.9986 4.5931  -0.80
H: 1.7383 -4.1929 3.4438  0.25
H: 0.1499 -4.5870 2.7956  0.24
H: 0.5072 -4.9791 4.4972  0.22
H: -1.9790 -2.0833 4.9503  0.23
H: -1.3087 -3.6182 5.4700  0.22
H: -2.1118 -3.4820 3.8321  0.24

Among the records above, which one has the highest max |F|? C4H3BrClNS

Among the records above, which one has the highest max |F|? C4H3BrClNS

Look up the max |F| of the sixth one. 2.8 eV Å⁻¹